*P*
Entry from the OMol25 dataset: a single C22H27N3O3S molecule (wB97M-V/def2-TZVPD).

The structure (SMILES) is CCOC(=O)Nc1ccc2c(c1)N(C(=O)CCN(CC)CC)c1ccccc1S2. Its LUMO energy is 0.745 eV. The orbital gap comes out at 8.5 eV. The HOMO energy comes out at -0.2860 Eh.

Last column: natural (NBO) charge in e.
Positions of all 56 atoms, in Å:
C  -7.456  -1.004  -1.363  -0.636
C  -7.005  0.353  -0.843  -0.070
O  -6.137  0.224  0.283  -0.524
C  -4.836  -0.030  0.006  0.896
O  -4.382  -0.135  -1.102  -0.632
N  -4.163  -0.149  1.187  -0.613
C  -2.805  -0.388  1.387  0.161
C  -2.379  -0.750  2.664  -0.235
C  -1.047  -1.022  2.901  -0.204
C  -0.121  -0.903  1.877  -0.223
C  -0.534  -0.497  0.609  0.239
C  -1.876  -0.265  0.358  -0.241
N  0.436  -0.313  -0.407  -0.503
C  0.485  0.880  -1.088  0.718
O  -0.405  1.697  -0.998  -0.608
C  1.755  1.179  -1.853  -0.505
C  2.577  2.195  -1.036  -0.215
N  3.058  1.629  0.216  -0.470
C  2.783  2.489  1.361  -0.203
C  1.309  2.520  1.746  -0.623
C  4.467  1.268  0.171  -0.202
C  4.797  0.198  -0.862  -0.618
C  1.359  -1.369  -0.538  0.127
C  1.607  -1.949  -1.779  -0.165
C  2.527  -2.974  -1.901  -0.231
C  3.190  -3.453  -0.782  -0.207
C  2.906  -2.928  0.465  -0.216
C  1.986  -1.896  0.589  -0.172
S  1.586  -1.266  2.190  0.318
H  -8.161  -0.865  -2.177  0.215
H  -7.936  -1.572  -0.569  0.208
H  -6.598  -1.562  -1.731  0.225
H  -7.851  0.938  -0.477  0.188
H  -6.483  0.905  -1.631  0.200
H  -4.739  -0.093  2.016  0.410
H  -3.095  -0.830  3.469  0.209
H  -0.713  -1.318  3.883  0.224
H  -2.195  0.033  -0.625  0.271
H  1.475  1.647  -2.798  0.232
H  2.349  0.292  -2.042  0.227
H  1.934  3.055  -0.833  0.213
H  3.413  2.549  -1.656  0.185
H  3.345  2.093  2.211  0.195
H  3.139  3.519  1.178  0.158
H  1.171  3.204  2.581  0.208
H  0.981  1.532  2.055  0.210
H  0.676  2.847  0.927  0.220
H  5.100  2.156  -0.018  0.156
H  4.729  0.877  1.158  0.195
H  4.178  -0.681  -0.708  0.213
H  4.654  0.560  -1.877  0.198
H  5.840  -0.092  -0.752  0.214
H  1.075  -1.582  -2.644  0.217
H  2.722  -3.404  -2.872  0.219
H  3.915  -4.247  -0.877  0.219
H  3.393  -3.305  1.351  0.225


*Q*
Entry from the OMol25 dataset: a single C22H27N3O3S molecule (wB97M-V/def2-TZVPD).

The structure (SMILES) is CSCCCNC(=O)c1ccc(OC2CCN(C(=O)c3cccnc3)CC2)cc1. Its LUMO energy is 0.524 eV. The orbital gap comes out at 9.1 eV. The HOMO energy comes out at -0.3148 Eh.

Last column: natural (NBO) charge in e.
Positions of all 56 atoms, in Å:
C  9.698  -1.205  -1.148  -0.733
S  9.217  -1.548  0.570  0.156
C  8.566  0.089  1.071  -0.514
C  7.048  0.115  1.166  -0.415
C  6.378  -0.174  -0.179  -0.236
N  4.941  -0.077  -0.100  -0.611
C  4.263  0.992  -0.589  0.670
O  4.816  1.901  -1.180  -0.628
C  2.791  0.968  -0.360  -0.187
C  2.053  -0.204  -0.246  -0.159
C  0.682  -0.167  -0.059  -0.339
C  0.020  1.054  0.025  0.406
O  -1.312  1.224  0.232  -0.511
C  -2.178  0.107  0.322  0.097
C  -3.470  0.600  0.976  -0.410
C  -4.491  -0.537  1.057  -0.218
N  -4.738  -1.086  -0.254  -0.432
C  -5.882  -0.942  -0.968  0.665
O  -5.965  -1.248  -2.142  -0.610
C  -7.076  -0.432  -0.226  -0.166
C  -7.729  0.718  -0.654  -0.144
C  -8.880  1.119  0.004  -0.252
C  -9.338  0.343  1.059  0.039
N  -8.740  -0.767  1.456  -0.412
C  -7.645  -1.148  0.827  0.045
C  -3.550  -1.582  -0.916  -0.227
C  -2.507  -0.474  -1.058  -0.440
C  0.759  2.234  -0.100  -0.284
C  2.119  2.188  -0.299  -0.133
H  10.087  -2.135  -1.550  0.230
H  8.834  -0.884  -1.721  0.212
H  10.474  -0.445  -1.160  0.214
H  8.930  0.814  0.346  0.216
H  9.006  0.304  2.045  0.227
H  6.722  -0.627  1.900  0.199
H  6.736  1.102  1.514  0.214
H  6.648  -1.179  -0.518  0.202
H  6.694  0.564  -0.922  0.230
H  4.467  -0.733  0.499  0.392
H  2.533  -1.168  -0.336  0.210
H  0.147  -1.101  0.014  0.216
H  -1.729  -0.669  0.961  0.171
H  -3.256  0.982  1.974  0.222
H  -3.871  1.419  0.376  0.211
H  -5.421  -0.169  1.489  0.232
H  -4.099  -1.335  1.702  0.192
H  -7.336  1.282  -1.487  0.228
H  -9.411  2.008  -0.297  0.223
H  -10.228  0.615  1.611  0.195
H  -7.199  -2.072  1.174  0.196
H  -3.851  -1.952  -1.897  0.257
H  -3.141  -2.410  -0.326  0.188
H  -1.610  -0.867  -1.538  0.222
H  -2.903  0.325  -1.686  0.219
H  0.233  3.173  -0.042  0.226
H  2.691  3.096  -0.412  0.237


Top of the stability list: *P*, leading by 48.7 kJ/mol.


*P*
Entry from the OMol25 dataset: an isolated ion of composition C5H11N and charge -1 (wB97M-V/def2-TZVPD).

Its total charge is -1. Its LUMO energy (alpha / beta) is 4.172 / 4.175 eV. The orbital gap (alpha / beta) comes out at 2.7 / 9.1 eV. Its spin multiplicity is 2. The HOMO energy (alpha / beta) comes out at 0.0536 / -0.1798 Eh.

Last column: Mulliken spin population.
Positions of all 17 atoms, in Å:
C  0.259  -1.401  -2.043  0.618
N  0.278  -1.465  -0.578  -0.419
C  0.732  -0.139  -0.098  0.572
C  -0.316  0.985  -0.163  0.851
C  -0.962  1.185  1.104  0.679
C  -0.302  1.131  2.280  0.489
H  1.302  -1.196  -2.455  -0.174
H  -0.374  -0.568  -2.381  -0.067
H  -0.186  -2.363  -2.425  -0.036
H  0.973  -2.158  -0.325  -0.060
H  1.611  0.135  -0.681  -0.076
H  1.065  -0.320  0.936  0.282
H  -1.051  0.548  -0.924  0.158
H  0.076  2.015  -0.551  -0.796
H  -1.852  1.590  1.053  -0.399
H  0.815  0.981  2.111  -0.545
H  -0.795  1.027  3.210  -0.077


*Q*
Entry from the OMol25 dataset: an isolated ion of composition C5H11N and charge -1 (wB97M-V/def2-TZVPD).

Its total charge is -1. Its LUMO energy (alpha / beta) is 4.669 / 4.443 eV. The orbital gap (alpha / beta) comes out at 3.6 / 7.3 eV. Its spin multiplicity is 2. The HOMO energy (alpha / beta) comes out at 0.0409 / -0.1033 Eh.

Last column: Mulliken spin population.
Positions of all 17 atoms, in Å:
C  -1.881  -1.014  -0.602  0.168
C  -0.978  0.194  -0.765  0.032
C  0.527  -0.130  -0.224  0.340
C  1.284  1.000  0.215  0.586
C  2.710  0.845  0.635  0.043
N  -2.437  -1.033  0.809  0.127
H  -2.755  -1.077  -1.202  -0.069
H  -1.329  -1.930  -0.864  0.009
H  -0.830  0.486  -1.799  -0.109
H  -1.370  1.056  -0.303  0.022
H  1.022  -1.046  -0.619  0.092
H  0.850  2.024  0.030  -0.072
H  3.184  1.766  0.303  -0.059
H  2.759  0.839  1.729  -0.008
H  3.275  -0.004  0.282  0.033
H  -2.059  -0.101  1.151  -0.054
H  -1.973  -1.875  1.226  -0.083


Top of the stability list: *Q*, leading by 43.6 kJ/mol.


*P*
Entry from the OMol25 dataset: an isolated ion of composition C5H11N and charge -1 (wB97M-V/def2-TZVPD).

Its total charge is -1. Its LUMO energy (alpha / beta) is 4.429 / 4.421 eV. The orbital gap (alpha / beta) comes out at 4.9 / 4.9 eV. Its spin multiplicity is 2. The HOMO energy (alpha / beta) comes out at -0.0179 / -0.0185 Eh.

Last column: Mulliken spin population.
Positions of all 17 atoms, in Å:
C  -1.208  1.259  1.840  0.007
C  -1.374  -0.193  1.484  0.003
C  -0.416  -0.885  0.485  0.076
C  -0.137  -0.091  -0.784  0.093
C  0.915  -0.477  -1.648  0.756
N  2.212  0.245  -1.710  0.104
H  -2.202  1.710  1.911  0.001
H  -0.653  1.402  2.771  0.001
H  -0.714  1.823  1.043  -0.001
H  -2.334  -0.270  0.951  -0.004
H  -1.438  -0.826  2.374  0.001
H  -0.898  -1.857  0.254  -0.007
H  0.555  -1.103  0.966  -0.022
H  -0.903  0.638  -1.059  0.000
H  0.819  -1.117  -2.543  0.017
H  2.869  -0.522  -1.896  -0.023
H  2.434  0.573  -0.771  -0.003


*Q*
Entry from the OMol25 dataset: C5H11N as an isolated structure (wB97M-V/def2-TZVPD).

Its total charge is -1. Its LUMO energy (alpha / beta) is 4.344 / 4.302 eV. The orbital gap (alpha / beta) comes out at 3.7 / 6.8 eV. Its spin multiplicity is 2. The HOMO energy (alpha / beta) comes out at 0.0240 / -0.0911 Eh.

Last column: Mulliken spin population.
Positions of all 17 atoms, in Å:
C  -2.533  0.072  -1.281  -0.123
C  -1.563  -0.535  -0.326  0.410
C  -0.981  0.266  0.696  0.629
N  0.468  -0.004  1.326  0.011
C  1.411  -0.202  0.188  -0.003
C  2.804  0.304  0.602  -0.032
H  -2.041  0.649  -2.084  0.012
H  -3.247  0.742  -0.795  0.041
H  -3.189  -0.647  -1.777  -0.098
H  -1.126  -1.514  -0.532  0.051
H  -1.500  1.040  1.272  0.034
H  -0.341  -0.732  1.345  -0.013
H  1.377  -1.245  -0.128  0.027
H  1.080  0.363  -0.693  0.050
H  2.631  1.018  1.396  0.003
H  3.490  -0.465  0.979  0.001
H  3.260  0.890  -0.187  0.001


Top of the stability list: *P*, leading by 116.7 kJ/mol.


*P*
Entry from the OMol25 dataset: an isolated ion of composition C5H11N and charge -1 (wB97M-V/def2-TZVPD).

Its total charge is -1. Its LUMO energy (alpha / beta) is 4.463 / 4.295 eV. The orbital gap (alpha / beta) comes out at 3.6 / 6.2 eV. Its spin multiplicity is 2. The HOMO energy (alpha / beta) comes out at 0.0312 / -0.0718 Eh.

Last column: Mulliken spin population.
Positions of all 17 atoms, in Å:
C  -1.356  -0.883  -1.548  0.119
C  -1.343  -0.768  -0.026  0.023
N  1.175  -0.238  1.877  0.142
C  0.714  0.607  0.796  0.326
C  -0.628  0.526  0.425  0.456
C  1.884  1.256  0.041  0.011
H  -0.593  -1.259  -2.201  -0.030
H  -2.171  -1.589  -1.678  -0.028
H  -1.718  0.007  -2.101  0.002
H  -0.956  -1.710  0.575  0.036
H  -2.432  -0.618  0.262  -0.114
H  0.559  -0.160  2.616  -0.138
H  1.523  -1.144  1.537  0.043
H  -0.985  1.472  -0.100  0.062
H  2.922  1.118  0.477  -0.004
H  1.692  0.967  -0.972  0.025
H  1.712  2.419  0.021  0.068


*Q*
Entry from the OMol25 dataset: an isolated ion of composition C5H11N and charge -1 (wB97M-V/def2-TZVPD).

Its total charge is -1. Its LUMO energy (alpha / beta) is 4.081 / 4.242 eV. The orbital gap (alpha / beta) comes out at 2.6 / 9.3 eV. Its spin multiplicity is 2. The HOMO energy (alpha / beta) comes out at 0.0538 / -0.1872 Eh.

Last column: Mulliken spin population.
Positions of all 17 atoms, in Å:
C  0.074  -2.448  -0.003  1.577
N  1.156  -1.592  -0.487  -0.686
C  1.015  -0.192  -0.074  0.842
C  -0.406  0.423  -0.107  1.399
C  -0.320  1.775  0.580  -0.687
C  -1.108  2.813  0.323  -0.175
H  -0.851  -2.453  -0.598  -0.137
H  -0.104  -2.229  1.049  0.053
H  0.406  -3.481  -0.049  -0.876
H  1.145  -1.588  -1.499  -0.198
H  1.585  0.402  -0.797  -0.199
H  1.412  -0.128  0.941  -0.080
H  -1.140  -0.258  0.311  -0.126
H  -0.632  0.604  -1.164  0.476
H  0.547  1.825  1.228  0.287
H  -1.966  2.738  -0.338  -0.458
H  -0.813  3.790  0.684  -0.010


Top of the stability list: *Q*, leading by 103.9 kJ/mol.


*P*
Entry from the OMol25 dataset: C3H6CeO3 as an isolated structure (wB97M-V/def2-TZVPD).

Its total charge is +2. Its LUMO energy (alpha / beta) is -9.313 / -9.327 eV. The orbital gap (alpha / beta) comes out at 6.8 / 8.4 eV. Its spin multiplicity is 3. The HOMO energy (alpha / beta) comes out at -0.5932 / -0.6516 Eh.

Last column: Mulliken spin population.
Positions of all 13 atoms, in Å:
C  1.155  0.536  -1.063  0.000
C  0.623  0.917  0.276  -0.001
O  -0.382  -0.055  0.643  0.002
C  -1.635  0.352  0.663  0.001
O  -2.201  -0.785  1.036  0.001
Ce  -0.591  -2.366  2.068  1.996
H  1.970  1.224  -1.322  0.000
H  0.346  0.664  -1.798  0.000
H  0.176  1.916  0.226  0.000
H  1.128  0.968  1.361  0.000
H  -3.208  -0.944  0.532  0.000
O  1.649  -0.877  -1.271  0.000
H  0.969  -1.549  -1.353  0.000


*Q*
Entry from the OMol25 dataset: C3H6CeO3 as an isolated structure (wB97M-V/def2-TZVPD).

Its total charge is +2. Its LUMO energy (alpha / beta) is -9.434 / -9.549 eV. The orbital gap (alpha / beta) comes out at 6.7 / 9.4 eV. Its spin multiplicity is 3. The HOMO energy (alpha / beta) comes out at -0.5933 / -0.6963 Eh.

Last column: Mulliken spin population.
Positions of all 13 atoms, in Å:
H  0.368  2.059  -1.025  0.000
O  0.587  -0.094  0.947  -0.001
C  -0.460  -0.024  0.311  -0.001
O  -0.791  -0.978  -0.514  0.000
Ce  3.134  0.282  0.805  2.003
O  -1.064  1.093  0.030  0.000
C  -0.275  2.272  -0.168  -0.001
H  0.347  2.479  0.711  0.000
H  -0.929  3.125  -0.379  0.000
C  -0.341  -2.307  -0.216  0.000
H  0.715  -2.287  -0.492  0.000
H  -0.407  -2.600  0.837  0.000
H  -0.883  -3.019  -0.848  0.000


Top of the stability list: *Q*, leading by 238.8 kJ/mol.